# C4H6O2

2 unconnected molecules or ions with the total composition C4H6O2 (ωB97M-V/def2-TZVPD, the Open Molecules 2025 dataset).

Summary:
Kohn-Sham gap (eV): 9.42
E_tot (eV): -8338.2652
E_HOMO (eV): -8.82

```
! RIJCOSX wB97M-V def2-TZVPD def2/J DEFGRID3
* xyz 0 1
C 1.338 1.275 0.964
C 0.689 0.151 0.194
C 0.845 0.012 -1.102
O 0.971 -0.101 -2.262
C -2.122 -1.349 -0.503
O -1.668 -2.003 0.404
H 2.162 0.902 1.582
H 1.739 2.037 0.290
H 0.612 1.760 1.624
H -1.839 -0.290 -0.650
H 0.105 -0.617 0.696
H -2.830 -1.778 -1.236
*
```

natural (NBO) population analysis, charges in e, atoms 1 to 4: number 1, C, carries -0.599; number 2, C, carries -0.566; number 3, C, carries 0.706; number 4, O, carries -0.474

---

# C4H6O2

2 unconnected molecules or ions with the total composition C4H6O2 at a distorted geometry (ωB97M-V/def2-TZVPD, the Open Molecules 2025 dataset).

Summary:
Kohn-Sham gap (eV): 10.11
E_tot (eV): -8338.0791
E_HOMO (eV): -9.85

```
! RIJCOSX wB97M-V def2-TZVPD def2/J DEFGRID3
* xyz 0 1
O 1.479 -0.920 0.744
C 0.510 -0.206 0.596
C -1.021 -0.446 0.643
C -1.210 0.979 0.111
O -2.173 1.633 -0.184
C 0.300 1.247 0.087
H 1.903 -1.966 -1.381
H 1.527 -2.002 -2.039
H -1.522 -0.654 1.596
H -1.308 -1.230 -0.069
H 0.716 1.367 -0.922
H 0.620 2.102 0.697
*
```

natural (NBO) population analysis, charges in e, atoms 1 to 4: number 1, O, carries -0.499; number 2, C, carries 0.620; number 3, C, carries -0.648; number 4, C, carries 0.609

---

# C4H6O2

A molecular structure, C4H6O2 (ωB97M-V/def2-TZVPD, the Open Molecules 2025 dataset).

Summary:
Kohn-Sham gap (eV): 9.35
E_tot (eV): -8335.0993
E_HOMO (eV): -9.03

```
! RIJCOSX wB97M-V def2-TZVPD def2/J DEFGRID3
* xyz 0 1
O 2.339 -1.315 0.411
C 1.272 -0.787 0.608
C 0.435 -0.127 -0.456
C -1.063 -0.409 -0.297
O -1.498 0.854 0.272
C 0.221 1.368 -0.208
H 0.844 -0.716 1.635
H 0.857 -0.345 -1.442
H -1.582 -0.616 -1.238
H -1.304 -1.193 0.426
H 0.642 1.719 0.743
H -1.162 1.568 -0.454
*
```

natural (NBO) population analysis, charges in e, atoms 1 to 4: number 1, O, carries -0.508; number 2, C, carries 0.435; number 3, C, carries -0.460; number 4, C, carries -0.049

---

# C4H6O2

C4H6O2 in the gas phase (ωB97M-V/def2-TZVPD, the Open Molecules 2025 dataset).

Summary:
Kohn-Sham gap (eV): 10.41
E_tot (eV): -8339.1647
E_HOMO (eV): -9.66

```
! RIJCOSX wB97M-V def2-TZVPD def2/J DEFGRID3
* xyz 0 1
O 1.248 -0.894 0.976
C 0.513 -0.606 -0.191
C -0.987 -0.675 0.165
C -0.992 0.855 0.177
O -1.756 1.685 0.583
C 0.392 0.915 -0.476
H 2.137 -0.537 0.872
H 0.835 -1.223 -1.040
H -1.213 -1.172 1.112
H -1.622 -1.079 -0.630
H 0.316 1.159 -1.542
H 1.130 1.572 -0.005
*
```

natural (NBO) population analysis, charges in e, atoms 1 to 4: number 1, O, carries -0.709; number 2, C, carries 0.098; number 3, C, carries -0.543; number 4, C, carries 0.621